This record from OMol25 describes a 13-piece molecular cluster, C96H218Br2F9N4O10P4 overall at a distorted geometry. The level of theory is ωB97M-V/def2-TZVPD.

Values from the calculation:
E_tot   -331197.8818 eV
M   2043.5 g/mol
Total charge   +3
2S+1   1
LUMO energy   -4.39 eV

Last column: Löwdin charge in e.
Cartesian coordinates (Å):
1 Br 15.189081 20.688770 20.412658  -0.463
2 Br 18.623273 23.282995 15.050843  -0.025
3 P 24.690452 19.613208 15.188996  0.962
4 P 14.893036 16.126605 22.635669  1.007
5 P 18.099146 28.203270 14.800710  0.999
6 P 16.723218 19.359180 14.435217  1.022
7 F 18.508222 27.411820 21.142352  0.091
8 F 16.355183 28.862424 23.579398  0.097
9 F 21.076593 21.878986 22.027163  0.067
10 F 22.708767 20.750648 21.182622  0.155
11 F 14.645194 27.693148 24.455428  0.153
12 F 19.900971 28.275920 22.522023  0.129
13 F 23.156784 21.842309 22.909383  0.139
14 F 16.669419 27.308652 25.109775  0.097
15 F 20.520380 26.525916 21.345670  0.077
16 O 20.420646 28.414874 19.014037  -0.160
17 O 23.938696 23.159565 20.215063  -0.138
18 O 21.685844 23.249851 19.962055  -0.198
19 O 21.423966 25.026711 15.744284  -0.103
20 O 17.455691 31.516015 21.797428  -0.031
21 O 15.650458 25.358721 23.317108  -0.112
22 O 16.230374 26.089835 19.166119  -0.100
23 O 12.879944 26.924945 21.761547  -0.132
24 O 21.712622 29.020514 20.788105  -0.143
25 O 15.452161 26.955520 21.683025  -0.186
26 N 13.971694 30.568943 20.575041  -0.329
27 N 12.330188 23.857178 22.468758  -0.385
28 N 18.193270 23.844786 19.212843  -0.295
29 N 23.363065 26.630764 17.600978  -0.307
30 C 22.023635 31.398401 13.811400  -0.079
31 C 17.949292 23.696968 20.725643  0.030
32 C 16.500275 16.292039 23.453756  -0.255
33 C 26.687786 15.986951 17.444513  -0.105
34 C 25.712719 21.038376 15.071420  -0.273
35 C 20.375823 28.815673 20.252359  -0.508
36 C 23.835080 27.238702 18.878262  0.029
37 C 15.643357 13.409511 22.590857  -0.256
38 C 12.278103 17.191186 22.953761  -0.197
39 C 22.621782 23.163113 20.900025  -0.445
40 C 15.837609 14.124951 13.927254  -0.097
41 C 20.640788 19.792183 17.846966  -0.086
42 C 18.116764 16.149780 17.565494  -0.091
43 C 27.308328 22.666695 12.876609  -0.112
44 C 20.512178 25.616522 12.493991  -0.240
45 C 14.525877 26.838596 16.207596  -0.265
46 C 18.579812 28.519346 16.536883  -0.223
47 C 26.286009 23.321513 20.280247  -0.074
48 C 17.660512 17.495547 18.124708  -0.229
49 C 16.543718 24.519586 24.087446  -0.236
50 C 22.731805 27.696533 16.651590  0.039
51 C 15.891752 27.613133 23.979478  -0.456
52 C 15.977844 26.696465 15.663704  -0.236
53 C 18.373008 17.853405 23.969411  -0.282
54 C 18.807586 19.319100 24.126183  -0.078
55 C 15.092658 11.978686 22.613520  -0.254
56 C 16.769160 18.381683 17.172816  -0.184
57 C 15.526761 30.449393 20.728169  -0.062
58 C 15.324433 15.546815 13.681867  -0.286
59 C 20.540943 31.155701 13.532203  -0.250
60 C 13.753350 17.234194 23.457993  -0.259
61 C 22.867075 20.778587 17.087394  -0.214
62 C 15.975040 24.084034 25.377127  -0.066
63 C 13.506418 29.401474 19.712733  0.024
64 C 19.068289 19.270408 9.964810  -0.118
65 C 15.772536 24.796002 19.059314  -0.252
66 C 12.948684 22.671262 23.004463  -0.041
67 C 19.067906 26.840256 14.299004  -0.302
68 C 27.195872 16.245496 11.882509  -0.101
69 C 19.823178 27.746540 21.297405  -0.470
70 C 17.649385 18.803420 15.906768  -0.218
71 C 27.812284 22.170422 14.191809  -0.252
72 C 21.430552 21.054756 17.528596  -0.261
73 C 16.321190 27.840987 14.736445  -0.259
74 C 16.065446 26.601654 22.872237  -0.468
75 C 25.954411 17.170449 12.063665  -0.222
76 C 11.542999 18.773948 24.685035  -0.130
77 C 13.636044 31.880043 19.919220  0.002
78 C 12.332241 21.106145 15.439190  -0.111
79 C 16.948250 17.772498 23.576544  -0.290
80 C 16.166222 31.751951 21.285678  -0.242
81 C 22.453327 21.892056 21.778118  -0.554
82 C 19.071107 25.010792 18.745065  0.025
83 C 10.866203 23.563956 22.043673  0.035
84 C 16.876255 23.894584 18.507425  -0.118
85 C 12.408031 25.009931 23.410468  -0.072
86 C 16.275839 16.602460 14.112508  -0.269
87 C 17.843334 19.768158 13.048081  -0.254
88 C 18.585723 29.608526 13.770196  -0.249
89 C 25.326169 18.541961 16.487023  -0.263
90 C 14.819003 20.729138 16.023518  -0.226
91 C 17.702023 29.655997 17.148459  -0.211
92 C 25.803146 17.730967 13.538003  -0.237
93 C 13.737105 15.860501 19.974074  -0.223
94 C 12.065623 26.478891 22.847539  -0.175
95 C 17.730007 32.036073 18.071818  -0.091
96 C 11.552641 18.506832 23.246544  -0.273
97 C 13.081044 24.093143 21.169726  -0.022
98 C 21.988896 26.098223 12.491170  -0.091
99 C 18.144293 31.106532 16.931579  -0.251
100 C 18.983288 22.654587 18.936604  -0.078
101 C 14.250699 15.331939 18.612441  -0.226
102 C 13.339718 30.536016 21.933575  0.019
103 C 23.048358 20.071460 15.733101  -0.272
104 C 24.571993 18.616269 13.721831  -0.267
105 C 25.308707 16.421283 17.866784  -0.259
106 C 13.487037 26.010888 15.502459  -0.119
107 C 25.010665 23.315617 21.100131  -0.314
108 C 19.347016 26.637386 12.773970  -0.193
109 C 21.952809 30.393925 21.079903  -0.246
110 C 27.168161 20.778619 14.569263  -0.202
111 C 14.466084 14.347183 22.873606  -0.274
112 C 24.442258 25.945566 16.864396  0.004
113 C 18.213061 20.323838 10.615935  -0.280
114 C 15.718184 20.841631 14.745107  -0.243
115 C 17.165739 19.871814 11.625371  -0.216
116 C 14.951700 16.327851 20.831002  -0.259
117 C 21.948087 24.589727 16.937453  -0.298
118 C 15.655281 17.975588 13.896601  -0.260
119 C 22.243788 25.656885 17.929265  -0.103
120 C 14.467800 11.636698 23.979443  -0.111
121 C 14.867335 13.899131 18.657889  -0.066
122 C 23.432665 30.639746 21.568774  -0.049
123 C 13.578132 21.621548 16.083561  -0.284
124 C 24.482315 17.311328 16.943048  -0.222
125 C 20.099369 29.744841 13.930475  -0.267
126 H 14.073683 13.175490 18.967605  0.097
127 H 14.144936 27.897024 16.180675  0.110
128 H 18.232833 20.783995 13.390814  0.054
129 H 25.512439 17.074886 18.745048  0.124
130 H 27.102632 15.425940 18.274759  0.078
131 H 10.547422 18.564521 22.897376  0.105
132 H 17.048487 17.376665 19.031590  0.085
133 H 16.880687 14.045506 13.594517  0.078
134 H 18.546893 25.954467 18.869717  0.085
135 H 19.269416 22.715251 17.900815  0.030
136 H 20.896543 21.687433 16.810451  0.078
137 H 14.777760 18.150657 14.535071  0.092
138 H 15.808807 17.920830 16.938256  0.095
139 H 18.135146 30.551709 14.192753  0.095
140 H 13.325988 26.223673 14.404794  0.097
141 H 13.630689 31.428896 22.508687  0.110
142 H 13.851375 26.917262 22.006780  0.027
143 H 22.449585 19.109605 15.673136  0.105
144 H 13.469613 15.442002 17.889893  0.098
145 H 17.660963 20.844663 9.803175  0.120
146 H 15.080835 16.058446 18.368611  0.089
147 H 18.460220 25.971236 14.670491  0.023
148 H 15.347607 18.058794 12.843963  0.106
149 H 22.248836 31.063469 14.843505  0.080
150 H 26.586367 24.298509 19.911426  0.064
151 H 12.222847 22.377332 23.789657  0.120
152 H 13.899676 22.924066 23.459616  0.094
153 H 17.708504 29.409244 18.196483  0.094
154 H 13.123026 15.060315 20.448934  0.106
155 H 13.764550 22.626481 15.671113  0.095
156 H 14.961065 24.764604 18.244163  0.132
157 H 19.695048 29.658870 20.379010  0.130
158 H 22.273453 32.439584 13.700705  0.072
159 H 19.240200 31.168149 16.912920  0.115
160 H 11.363140 17.846853 25.208381  0.087
161 H 24.993740 25.282119 17.522982  0.112
162 H 17.601699 30.791716 22.418926  0.095
163 H 23.613954 31.585123 22.045717  0.062
164 H 20.121838 31.389367 12.573143  0.103
165 H 18.333164 32.916909 17.932000  0.074
166 H 16.871923 18.363269 22.667195  0.101
167 H 20.715043 19.028859 17.028093  0.077
168 H 24.735160 27.874020 18.637378  0.131
169 H 14.400594 15.557179 14.278826  0.118
170 H 18.479460 18.623347 9.241316  0.105
171 H 18.862875 21.096110 11.108393  0.120
172 H 13.538896 14.131132 22.261146  0.110
173 H 26.288355 18.176996 16.316903  0.051
174 H 22.567714 27.280387 15.654554  0.080
175 H 21.066375 19.466127 18.804709  0.093
176 H 23.490103 28.475394 16.477737  0.105
177 H 23.651697 17.995574 13.881291  0.120
178 H 24.793716 24.259257 21.743948  0.144
179 H 24.078548 16.850037 16.087227  0.077
180 H 15.814902 13.882703 15.013248  0.073
181 H 14.014695 28.494376 19.921417  0.074
182 H 25.830204 21.507148 16.097269  0.131
183 H 18.193133 29.388664 12.766113  0.110
184 H 19.944802 25.043341 19.445381  0.102
185 H 15.683972 29.508529 21.296415  0.114
186 H 15.267275 13.399715 13.393038  0.065
187 H 12.503281 26.108213 16.060392  0.095
188 H 16.550962 16.452894 15.213436  0.113
189 H 17.965874 31.594201 19.050232  0.069
190 H 13.696656 24.957593 15.601190  0.036
191 H 21.496646 21.645694 18.408831  0.062
192 H 18.951876 23.516356 21.181660  0.116
193 H 19.503479 18.569489 10.652842  0.051
194 H 25.426541 19.221193 17.298339  0.091
195 H 17.237645 15.497834 17.425658  0.061
196 H 13.065831 21.962849 22.203215  0.036
197 H 27.772324 22.113522 12.002411  0.109
198 H 21.885715 28.153281 17.156605  0.074
199 H 21.691389 30.984103 20.180157  0.117
200 H 23.971283 25.418994 16.029134  0.097
201 H 23.240861 20.061614 17.859242  0.115
202 H 12.601821 24.946456 20.623271  0.118
203 H 14.461835 19.688937 16.081630  0.088
204 H 22.734411 23.857019 16.727964  0.115
205 H 15.334596 20.891491 16.988847  0.080
206 H 11.782114 24.735616 24.302750  0.153
207 H 27.433820 15.989714 10.839912  0.078
208 H 27.325243 23.713045 12.670935  0.066
209 H 15.141238 11.881387 24.803128  0.075
210 H 20.660611 28.943044 13.402692  0.115
211 H 16.336219 13.539972 23.348816  0.077
212 H 19.859830 19.315341 24.397203  0.079
213 H 26.148061 22.524362 19.609015  0.044
214 H 15.905585 24.811082 26.164828  0.077
215 H 14.383941 11.845420 21.840840  0.083
216 H 14.229474 32.092731 19.042864  0.100
217 H 16.381310 18.327616 24.272905  0.097
218 H 18.142017 17.924719 15.549042  0.058
219 H 26.627647 15.247584 16.613962  0.090
220 H 13.472107 12.112692 24.191969  0.083
221 H 22.723737 20.757238 14.926762  0.112
222 H 15.910669 27.655956 13.735730  0.116
223 H 16.003461 30.207713 19.698787  0.144
224 H 27.693289 22.828439 15.061453  0.109
225 H 16.060109 13.603919 21.591021  0.097
226 H 14.490474 26.633366 17.304074  0.087
227 H 16.643943 32.271746 17.901175  0.084
228 H 14.976451 23.617497 25.261604  0.067
229 H 18.502446 18.093114 18.466132  0.085
230 H 20.420166 29.676352 14.951656  0.079
231 H 15.054364 17.385302 20.690589  0.047
232 H 15.073059 20.955105 13.859906  0.105
233 H 27.682292 20.320665 15.401466  0.107
234 H 13.460538 24.915942 23.710423  0.101
235 H 13.782903 17.100983 24.519811  0.096
236 H 15.880057 28.796045 15.129324  0.096
237 H 26.242019 22.425138 12.829376  0.055
238 H 16.481653 22.886550 18.564660  0.075
239 H 21.192009 24.037756 17.545065  0.099
240 H 26.731054 18.235897 13.847881  0.086
241 H 14.088049 24.348344 21.459784  0.074
242 H 16.563160 23.230574 25.778694  0.096
243 H 18.986654 17.204281 23.346174  0.115
244 H 19.836197 31.847915 14.063497  0.114
245 H 18.264595 19.782550 24.930567  0.073
246 H 11.713342 16.390520 23.395240  0.116
247 H 19.988858 26.789865 14.862835  0.080
248 H 13.654684 29.556066 22.297288  0.098
249 H 18.602192 16.239532 16.634851  0.041
250 H 18.395272 27.617317 17.058539  0.061
251 H 22.083128 26.811663 11.684562  0.064
252 H 27.185750 20.099379 13.701027  0.096
253 H 25.683772 16.833159 14.209288  0.124
254 H 19.533956 27.602740 12.293691  0.080
255 H 12.236218 30.549930 21.863683  0.121
256 H 18.420701 17.462263 24.980635  0.112
257 H 19.971401 19.734114 9.540681  0.081
258 H 13.319681 21.801525 17.147820  0.110
259 H 16.428079 15.796451 24.494484  0.142
260 H 14.208880 18.241366 23.431438  0.102
261 H 24.595590 15.649443 18.175331  0.118
262 H 17.278102 22.839172 20.954991  0.059
263 H 12.524932 20.814723 14.409261  0.074
264 H 12.144925 27.162176 23.673596  0.106
265 H 22.399215 26.459686 13.419620  0.036
266 H 16.841341 23.692634 23.435080  0.112
267 H 16.145914 25.766384 15.152892  0.093
268 H 21.290928 26.234751 18.005147  0.127
269 H 19.937073 22.596049 19.483853  0.074
270 H 11.619283 21.931356 15.451120  0.079
271 H 17.465679 25.125340 24.220182  0.135
272 H 19.617302 28.722393 16.614054  0.057
273 H 12.442599 19.202898 25.080435  0.072
274 H 10.762056 19.474985 24.869295  0.073
275 H 16.193647 32.547228 20.543191  0.113
276 H 20.297570 25.169091 11.507151  0.110
277 H 22.735000 30.890789 13.214443  0.058
278 H 16.118764 26.392190 20.107616  0.056
279 H 16.697181 26.719361 16.525150  0.096
280 H 16.590313 19.266666 17.727682  0.045
281 H 26.180622 18.012985 11.397086  0.108
282 H 18.376712 21.729149 19.066566  0.112
283 H 23.022987 27.771268 19.353866  0.087
284 H 18.750999 15.598038 18.286678  0.089
285 H 25.061936 16.690930 11.776439  0.086
286 H 24.984761 22.445076 21.820406  0.120
287 H 12.403630 29.314718 19.914198  0.126
288 H 23.517801 17.677688 17.461891  0.130
289 H 17.745806 31.433403 15.939663  0.103
290 H 24.372289 19.269608 12.916321  0.090
291 H 25.220193 21.782614 14.492772  0.078
292 H 14.295966 10.531939 24.041327  0.089
293 H 15.800143 15.668132 20.540268  0.091
294 H 11.033106 26.407250 22.503997  0.106
295 H 17.505813 24.613596 21.135643  0.088
296 H 22.673379 24.025047 21.609461  0.150
297 H 10.521554 24.427000 21.483030  0.087
298 H 18.708860 19.832098 23.190899  0.065
299 H 17.192933 16.514009 13.503655  0.129
300 H 24.175563 26.502969 19.562106  0.091
301 H 16.320006 20.493241 11.738392  0.090
302 H 19.410576 24.763056 17.755114  0.055
303 H 15.461241 32.076272 22.052894  0.101
304 H 27.154520 22.958282 20.902295  0.093
305 H 16.883665 18.891178 11.330756  0.089
306 H 16.434243 21.645756 14.828059  -0.016
307 H 21.220413 30.660689 21.867625  0.112
308 H 23.745398 29.799298 22.254320  0.093
309 H 22.578333 25.191948 12.185281  0.086
310 H 27.133836 15.233344 12.333470  0.078
311 H 25.088491 26.709413 16.479165  0.100
312 H 17.135674 26.544544 22.746611  0.126
313 H 13.120699 16.771014 19.866575  0.111
314 H 11.927894 20.298430 16.028584  0.074
315 H 10.268653 23.278826 22.981791  0.133
316 H 24.051446 30.493777 20.727799  0.037
317 H 12.355742 17.026108 21.905931  0.068
318 H 28.904644 22.080614 14.145829  0.112
319 H 13.612326 29.604820 18.669723  0.088
320 H 13.083581 23.182864 20.496821  0.095
321 H 20.639433 24.491234 15.556656  -0.071
322 H 28.032636 16.743914 12.369594  0.067
323 H 19.581668 19.930262 17.989787  0.034
324 H 20.466611 24.775352 13.129378  0.028
325 H 22.483749 25.158112 18.873231  0.122
326 H 12.595745 31.925118 19.659810  0.105
327 H 18.338643 19.554155 16.115232  0.055
328 H 15.901768 11.222323 22.320272  0.138
329 H 17.216855 24.045486 17.424315  0.087
330 H 23.536151 21.651490 17.105457  0.103
331 H 18.681965 19.117566 13.008309  0.077
332 H 15.293375 13.582998 17.758792  0.040
333 H 16.691927 29.550864 16.805882  0.080
334 H 13.802206 32.684154 20.646347  0.110
335 H 10.971282 22.724233 21.244590  0.137
336 H 12.078476 19.389394 22.781025  0.118
337 H 18.444773 26.330582 12.214425  0.114
338 H 27.406270 16.773785 17.210552  0.073
339 H 15.338086 24.529675 20.032463  0.093
340 H 14.196319 14.242299 23.973733  0.115
341 H 17.278708 15.643526 22.897278  0.127
342 H 15.580212 13.853177 19.437693  0.031
343 H 15.030801 15.590742 12.631210  0.119

Force components x, y, z for each atom (eV/Å):
-0.076 -0.073 -0.019
0.025 -0.180 0.075
-0.388 -1.290 1.787
-0.157 -1.937 0.354
0.348 0.821 0.300
-0.050 -0.283 -0.848
0.453 0.078 -0.493
-1.015 -1.134 0.431
1.212 -0.389 0.946
0.233 -1.144 -1.108
-0.118 0.554 -0.438
-0.061 -0.068 0.518
-0.514 0.466 0.693
-0.854 0.222 -1.596
-0.904 1.613 -0.335
-0.287 -0.511 -0.984
-0.832 -0.226 0.160
0.370 -0.070 0.599
-0.462 0.954 -1.180
0.378 0.742 -0.852
-1.400 -1.672 0.723
0.302 1.665 0.518
-1.181 -0.366 1.000
0.194 0.756 0.115
0.108 -0.167 1.641
1.259 0.436 -1.177
-1.826 0.697 -3.231
-0.222 0.688 2.122
-1.625 0.362 -0.890
-0.895 0.407 1.030
0.715 0.784 0.407
0.817 -0.528 0.278
-0.242 -1.765 -0.830
1.742 0.494 1.162
0.344 -2.133 -0.333
1.106 1.390 -1.002
-2.246 -0.604 -2.032
0.899 1.173 -0.200
0.175 0.793 -1.591
1.158 0.551 0.860
0.896 -0.471 -0.408
-1.224 -0.544 1.721
-0.911 -1.279 -1.391
-0.253 0.928 -0.836
-0.096 0.886 0.773
-1.992 1.390 -1.223
1.180 0.025 2.638
-1.007 0.394 -0.142
1.425 1.677 -1.326
1.749 0.278 0.458
1.399 0.912 1.744
-0.123 0.753 1.692
0.412 0.492 1.549
0.985 -1.415 -0.374
1.632 -0.908 0.814
2.296 -0.417 -0.476
0.517 -0.533 -1.812
-1.140 -2.016 0.337
-0.988 0.021 0.498
-0.587 0.790 0.018
0.868 -1.327 0.662
-0.687 -2.061 0.812
-2.167 1.063 0.840
-0.066 -0.917 -0.657
-0.276 0.106 -1.389
-1.054 -0.614 1.988
-0.482 -2.086 -1.102
-0.404 -0.679 0.566
0.763 -0.741 0.026
-2.926 -1.143 -0.149
1.038 -1.142 1.075
-0.396 0.260 -1.458
-0.007 1.184 0.031
0.721 0.536 -2.120
2.095 0.763 0.946
-0.248 -0.075 1.276
0.106 0.379 0.711
-0.105 0.342 -0.274
0.217 -0.915 -1.342
-0.710 -1.734 1.113
-1.648 0.918 -0.634
0.391 0.020 2.664
1.179 -1.717 -0.075
0.461 -1.182 -1.500
0.693 0.746 0.628
0.675 0.346 1.091
-0.715 1.911 0.443
-0.652 0.259 1.138
-1.582 -0.214 0.323
-0.048 -0.483 0.323
1.062 -0.453 0.112
0.311 -1.836 -0.625
-0.240 -0.302 0.444
0.714 -1.939 -0.824
-0.946 -0.323 -1.063
1.890 0.962 -1.361
-0.772 0.691 -1.189
-0.741 -1.327 -1.153
0.490 -0.575 -0.304
0.020 -2.095 -1.336
1.738 0.718 0.686
-0.394 -0.509 -0.290
-1.206 -0.162 -0.791
-0.533 -0.924 0.695
-0.691 1.762 0.991
-1.752 -0.237 -0.157
-0.512 0.414 1.870
0.238 -0.168 -0.008
0.066 0.346 0.957
-0.345 1.202 -0.497
-1.162 0.944 0.994
-0.299 0.008 -0.166
-0.372 2.033 -0.250
-0.743 -0.669 0.773
2.186 -0.649 1.654
-0.247 -1.208 0.502
-0.363 -1.775 1.406
0.007 0.714 0.652
-0.430 0.403 0.259
-0.654 -1.097 -0.003
-2.911 0.861 1.467
-1.638 -2.281 0.420
0.329 1.096 0.641
-0.877 2.260 0.704
0.627 0.318 -1.128
0.489 0.399 -0.437
0.779 -0.589 -0.228
-0.261 -0.965 -0.636
-0.511 -0.505 -0.097
0.241 -0.049 0.137
-0.731 -0.550 -0.622
0.187 -0.249 -0.171
-0.129 -0.159 0.046
-0.174 -0.135 -0.325
-0.100 -0.223 -0.647
0.117 -0.138 -0.281
-0.168 -0.525 -0.266
0.167 -0.128 -0.207
0.098 -1.023 -0.692
0.225 -0.002 1.207
0.198 -0.758 -0.106
0.415 -0.025 -0.535
0.493 1.127 -0.021
-0.390 -0.137 -0.593
0.444 -0.087 0.430
-0.795 -0.652 -0.319
0.700 0.318 -0.254
0.095 0.389 0.356
-0.162 0.442 -0.297
-0.271 -0.122 -0.563
0.790 -0.628 -0.187
0.161 -0.049 -0.133
-0.024 0.145 0.628
0.345 0.639 -0.152
0.387 -0.262 0.081
0.738 -0.301 1.134
0.089 0.844 0.657
0.056 0.492 0.232
-0.099 -0.284 -0.339
-0.342 -0.160 0.589
-0.115 -0.172 0.064
-0.814 -0.061 -0.092
-0.145 0.420 0.059
0.771 -0.133 -1.349
-0.152 0.686 0.306
-0.478 -0.319 -0.672
0.170 0.312 0.824
-1.134 -0.283 0.240
-0.018 0.645 -0.276
0.860 1.016 0.525
-0.523 -0.524 -0.497
1.059 0.046 0.721
1.656 -0.273 -0.817
-0.456 -0.425 0.508
-0.253 -0.695 -0.291
-0.058 -0.170 0.384
0.690 0.447 -0.260
0.803 -1.227 -0.879
-0.153 -1.185 -1.261
0.041 0.077 -0.656
0.519 -0.712 0.774
-0.434 -0.670 -0.897
0.412 0.423 0.112
-0.588 -0.222 -0.641
0.016 0.759 0.175
-0.480 -0.535 -0.290
0.903 0.165 -0.912
-0.295 0.109 -1.489
-0.291 0.149 -0.248
0.347 -0.510 -0.151
0.209 0.639 0.964
-0.779 0.269 -0.287
0.029 -0.465 0.807
0.123 0.628 1.104
0.201 0.164 -0.143
0.094 -0.566 0.006
-0.359 0.670 1.060
-0.271 -0.254 0.110
0.372 0.017 0.303
0.367 0.021 0.174
0.139 0.598 -0.325
0.647 -0.727 0.631
-0.050 0.145 0.111
0.296 0.143 0.429
0.377 -0.066 -0.767
0.358 0.422 -0.860
-0.135 0.686 0.179
0.558 0.799 0.117
0.030 0.080 -0.025
-0.348 0.604 0.055
1.708 0.185 1.272
0.137 0.283 0.039
-0.032 -0.555 -1.660
0.044 0.624 0.065
-1.032 0.070 -0.889
0.299 -0.371 -0.209
-0.945 0.326 1.036
0.675 -0.483 -0.284
0.261 0.609 0.236
0.955 -0.310 -0.408
-0.383 -0.339 0.154
0.406 0.315 0.033
-1.194 0.499 1.363
-0.470 0.205 -0.329
0.196 0.064 0.391
0.258 -0.204 -0.768
0.850 0.022 0.782
0.249 0.416 -0.110
0.187 0.082 -0.186
-0.200 -0.360 0.807
0.844 0.667 -0.573
0.262 0.164 0.123
0.454 -0.231 0.035
-0.229 0.816 0.208
0.153 -0.803 0.814
0.132 -0.773 -0.512
-0.137 0.007 -0.276
-0.082 -0.444 -0.056
0.561 -0.101 -0.545
-0.332 -0.267 -0.210
0.276 0.184 -0.006
-0.004 0.589 -0.216
0.280 0.382 -0.199
1.101 -0.292 0.558
-0.375 0.335 0.153
-0.034 -0.578 0.273
0.320 0.200 0.221
-0.103 0.344 0.735
0.816 0.022 -1.073
-0.049 -0.968 0.674
0.414 0.468 -0.019
0.077 0.417 0.301
0.237 0.879 -0.470
0.525 -0.054 0.106
0.557 -0.042 -0.324
0.338 -0.554 0.256
-0.617 -0.143 -0.538
0.427 -0.107 -0.386
-0.102 0.798 -1.493
-0.324 -0.128 -0.795
0.743 -0.352 0.133
0.403 0.437 -0.711
-0.269 -0.211 -0.149
-0.124 0.131 0.624
-0.149 0.230 0.387
-0.279 -0.202 0.162
-0.111 -0.639 -0.153
0.992 0.040 0.456
-0.422 0.504 0.407
-0.272 -0.230 -0.219
-0.337 -0.524 0.249
0.954 0.219 0.106
0.692 0.163 0.127
-0.667 0.466 0.675
0.453 -0.183 -0.078
0.235 0.387 0.156
0.296 -0.880 -1.059
-0.191 0.185 -0.205
-0.831 -0.232 -0.528
-0.540 0.853 0.509
-0.552 0.023 0.070
0.228 0.739 0.136
-0.268 0.454 -0.071
-0.075 0.444 -0.444
-1.174 -0.502 -0.473
0.554 0.905 -0.606
1.098 -0.217 -0.167
1.557 -0.471 -0.366
0.405 0.206 0.836
-0.148 0.659 -1.260
-0.543 0.587 -0.750
0.078 0.906 -0.025
-0.045 0.990 0.149
-0.056 0.444 -0.051
0.187 -0.132 -0.223
-0.074 -0.194 0.023
-0.291 0.158 0.453
-0.176 0.629 -0.418
-0.089 0.059 0.332
0.182 -1.141 0.351
-0.941 0.847 -0.386
-0.328 0.144 -0.449
0.283 0.395 0.408
-0.803 0.563 -0.324
-0.741 -0.963 -0.186
0.149 0.563 -0.134
0.466 0.280 -0.156
-0.601 0.940 -0.357
-0.280 0.869 0.338
-0.379 0.659 0.208
0.528 0.324 -0.172
0.823 0.144 -0.095
-0.016 -0.658 -0.299
-0.243 -0.496 -0.111
0.769 0.472 -1.670
0.968 0.247 -1.105
-0.416 -0.194 -1.009
-0.140 -0.326 -0.026
0.378 0.611 -0.607
-0.078 0.773 1.172
-0.314 -0.168 -0.370
0.303 -0.070 -0.287
-0.322 0.498 0.138
-0.505 -0.814 1.135
-0.089 0.060 -0.006
-0.561 -0.320 -0.125
1.311 1.305 0.638
-0.830 1.078 0.763
-1.092 0.224 1.258
-0.489 -0.011 0.249
0.744 -0.783 0.119
0.640 -0.368 -1.464
-0.789 -0.141 -0.054
0.074 -0.268 -0.169
-0.506 1.139 1.762
-0.305 -0.989 -0.137
0.190 -0.344 0.621
-0.273 0.051 -0.041
0.312 -0.705 -0.515
0.082 0.149 -1.311
-1.206 1.166 0.647
1.083 -0.067 0.724
0.108 0.501 -0.019